Below is 7 unconnected molecules or ions with the total composition C27H62N10O9, with properties calculated with ωB97M-V/def2-TZVPD.

Each line ends with the Löwdin charge.
Atoms and positions in Å:
C  3.144  1.122  0.311  -0.093
C  2.712  1.236  -1.200  -0.239
N  1.341  1.669  -1.479  0.013
N  0.317  0.692  -1.331  -0.143
C  0.468  -0.535  -2.183  -0.099
C  1.270  -1.754  -1.576  -0.258
N  0.498  -3.014  -1.465  0.004
C  -0.891  1.426  -1.954  0.001
C  -2.246  1.327  -1.154  -0.392
O  -2.507  2.267  -0.411  0.093
N  -3.260  0.324  -1.267  -0.149
C  -3.158  -0.545  -2.448  -0.093
C  -3.572  -0.381  -0.007  -0.064
C  -0.064  0.454  0.108  -0.609
O  -0.515  -0.596  0.582  0.014
O  0.071  1.489  0.888  -0.011
H  4.264  1.120  0.390  0.085
H  2.716  1.951  0.921  0.045
H  2.684  0.159  0.705  0.071
H  3.380  2.053  -1.627  0.125
H  3.073  0.306  -1.757  0.108
H  1.336  1.880  -2.490  0.131
H  -0.514  -0.957  -2.558  0.103
H  1.013  -0.216  -3.129  0.138
H  2.182  -1.969  -2.221  0.105
H  1.697  -1.561  -0.544  0.114
H  -0.152  -3.081  -2.259  0.029
H  -0.024  -2.958  -0.579  0.062
H  -0.684  2.533  -2.054  0.153
H  -1.062  1.079  -3.020  0.123
H  -4.154  -1.009  -2.735  0.101
H  -2.497  -1.430  -2.176  0.083
H  -2.803  -0.014  -3.379  0.090
H  -3.024  0.049  0.884  0.103
H  -3.466  -1.507  -0.053  0.100
H  -4.683  -0.187  0.221  0.080
C  -2.903  -2.816  5.031  -0.081
N  -2.751  -3.504  3.765  -0.001
C  -1.865  -3.243  2.762  -0.548
C  -0.900  -2.103  2.946  -0.005
O  -1.873  -3.931  1.749  0.016
H  -2.752  -3.538  5.838  0.079
H  -3.921  -2.426  5.093  0.080
H  -2.196  -1.998  5.141  0.079
H  -3.362  -4.282  3.565  0.129
H  -0.266  -2.023  2.070  0.057
H  -1.444  -1.166  3.064  0.095
H  -0.264  -2.286  3.816  0.069
C  2.191  7.383  1.035  -0.079
N  2.789  6.159  0.549  0.011
C  2.566  4.886  0.967  -0.521
C  1.574  4.668  2.080  0.002
O  3.164  3.954  0.441  0.007
H  1.684  7.871  0.200  0.081
H  2.990  8.034  1.395  0.079
H  1.479  7.206  1.837  0.074
H  3.465  6.222  -0.197  0.111
H  1.507  3.603  2.297  0.075
H  1.902  5.187  2.983  0.085
H  0.587  5.021  1.779  0.091
C  -7.503  -4.579  1.631  -0.079
N  -6.781  -3.329  1.744  0.006
C  -7.058  -2.136  1.151  -0.542
C  -8.263  -2.056  0.250  -0.010
O  -6.338  -1.171  1.358  0.021
H  -7.831  -4.881  2.628  0.082
H  -6.821  -5.337  1.239  0.084
H  -8.366  -4.497  0.976  0.073
H  -5.961  -3.301  2.331  0.133
H  -8.348  -1.045  -0.145  0.085
H  -8.152  -2.746  -0.589  0.084
H  -9.170  -2.286  0.811  0.084
C  1.214  -3.573  -6.918  -0.074
N  0.518  -3.397  -5.660  0.010
C  -0.817  -3.260  -5.446  -0.540
C  -1.733  -3.290  -6.641  -0.008
O  -1.241  -3.118  -4.307  0.019
H  1.768  -4.514  -6.878  0.086
H  1.923  -2.752  -7.040  0.083
H  0.533  -3.592  -7.765  0.075
H  1.064  -3.367  -4.811  0.138
H  -2.762  -3.170  -6.307  0.085
H  -1.492  -2.471  -7.322  0.086
H  -1.648  -4.248  -7.158  0.087
C  7.876  7.519  -2.874  -0.077
N  7.164  7.678  -1.623  0.005
C  5.826  7.810  -1.424  -0.548
C  4.926  7.794  -2.632  -0.010
O  5.387  7.936  -0.289  0.025
H  8.431  6.579  -2.838  0.084
H  8.585  8.344  -2.976  0.083
H  7.206  7.511  -3.729  0.073
H  7.698  7.698  -0.767  0.142
H  3.892  7.909  -2.311  0.079
H  5.174  8.622  -3.299  0.086
H  5.020  6.843  -3.160  0.087
C  1.141  -5.132  4.859  -0.071
N  0.899  -4.038  5.776  0.004
C  1.709  -3.564  6.761  -0.554
C  3.044  -4.233  6.963  -0.014
O  1.345  -2.623  7.450  0.028
H  1.091  -4.740  3.841  0.083
H  0.349  -5.871  4.996  0.084
H  2.108  -5.602  5.020  0.074
H  0.025  -3.539  5.704  0.112
H  3.570  -3.744  7.781  0.083
H  2.904  -5.285  7.222  0.083
H  3.651  -4.145  6.060  0.084

Results
Total energy   -62331.3053 eV
Total charge   0
SMILES   CCN[N@+](CCN)(CC(=O)N(C)C)C(=O)[O-].CNC(C)=O.CNC(C)=O.CNC(C)=O.CNC(C)=O.CNC(C)=O.CNC(C)=O
Multiplicity   1
HOMO-LUMO gap   8.367 eV

---

Below is a molecular structure, C27H63Br4CaCl3FNa2NbO3S, with properties calculated with ωB97M-V/def2-TZVPD.

Each line ends with the Löwdin charge.
Atoms and positions in Å:
C  -0.713  2.949  -1.939  -0.243
C  -2.159  3.423  -2.162  -0.456
Nb  -3.657  2.540  -0.686  1.323
C  -2.410  3.099  1.167  -0.367
C  -3.255  3.186  2.459  -0.317
C  -3.208  2.018  3.462  -0.215
C  -2.146  0.932  3.317  -0.222
C  -0.823  1.294  4.004  -0.195
C  -0.149  0.071  4.631  -0.199
C  0.791  -0.725  3.709  -0.191
C  2.276  -0.432  3.976  -0.204
C  2.980  0.410  2.915  -0.201
C  3.323  -0.437  1.685  -0.202
C  3.515  0.377  0.395  -0.157
C  5.007  0.514  0.140  -0.288
O  5.428  1.544  -0.702  -0.183
C  4.890  1.473  -2.027  -0.087
C  -2.725  0.465  -0.730  -0.357
C  -3.497  -0.802  -0.319  -0.509
C  -4.540  -0.688  0.783  -0.111
C  -4.162  -1.447  -1.548  -0.107
H  -0.593  1.866  -1.925  0.028
H  -0.286  3.407  -1.047  0.044
H  -0.096  3.315  -2.773  0.045
H  -2.176  4.510  -2.064  0.007
H  -2.480  3.204  -3.182  0.010
H  -5.054  2.187  0.433  -0.121
H  -4.652  1.927  -2.132  -0.143
H  -4.456  4.195  -0.804  -0.142
H  -1.480  2.529  1.251  0.012
H  -2.101  4.122  0.920  0.028
H  -4.290  3.284  2.145  0.031
H  -3.032  4.111  2.998  0.087
H  -4.188  1.535  3.476  0.095
H  -3.086  2.431  4.465  0.096
H  -2.521  0.053  3.846  0.102
H  -2.005  0.615  2.281  0.089
H  -1.024  1.981  4.827  0.106
H  -0.123  1.775  3.317  0.102
H  0.441  0.359  5.500  0.098
H  -0.926  -0.609  4.986  0.099
H  0.648  -1.791  3.857  0.082
H  0.550  -0.539  2.658  0.112
H  2.392  0.073  4.933  0.103
H  2.829  -1.374  4.041  0.109
H  3.923  0.750  3.350  0.110
H  2.375  1.264  2.611  0.113
H  2.536  -1.180  1.546  0.117
H  4.255  -0.980  1.896  0.095
H  3.047  -0.156  -0.434  0.117
H  3.045  1.356  0.458  0.132
H  5.481  0.693  1.111  0.135
H  5.370  -0.469  -0.241  0.051
H  4.652  0.436  -2.280  0.086
H  5.612  1.878  -2.718  -0.003
H  3.962  2.049  -2.084  0.107
H  -2.413  0.320  -1.772  0.019
H  -1.788  0.490  -0.167  0.023
H  -2.765  -1.532  0.046  0.087
H  -4.904  -1.681  1.060  0.073
H  -4.187  -0.155  1.663  0.056
H  -5.398  -0.128  0.407  0.038
H  -5.016  -2.049  -1.230  0.072
H  -3.440  -2.114  -2.034  0.000
H  -4.429  -0.691  -2.288  0.065
C  -1.855  -4.547  5.005  -1.158
Cl  -1.574  -3.942  3.305  0.408
Cl  -0.405  -4.828  5.911  0.723
H  -2.442  -3.729  5.504  -0.064
H  -2.400  -5.487  4.910  -0.049
Na  -3.486  -3.742  -3.259  0.851
Na  6.646  -1.820  0.130  0.838
C  7.657  4.291  -4.252  -1.620
Br  9.222  3.573  -5.137  0.446
Br  6.026  3.645  -5.024  0.640
Br  7.689  3.913  -2.342  0.381
H  7.681  5.372  -4.375  -0.046
C  4.046  -2.064  -6.451  -0.072
C  4.702  -1.751  -5.118  -0.290
O  6.102  -1.970  -5.094  -0.168
C  6.864  -1.205  -6.019  -0.270
C  6.731  0.293  -5.823  -0.117
H  4.247  -3.095  -6.743  0.085
H  2.967  -1.926  -6.379  0.079
H  4.409  -1.416  -7.249  0.069
H  4.294  -2.412  -4.352  0.115
H  4.467  -0.726  -4.807  0.098
H  6.617  -1.489  -7.047  0.112
H  7.899  -1.505  -5.856  0.119
H  5.711  0.640  -5.990  0.052
H  7.379  0.830  -6.515  0.071
H  7.012  0.566  -4.803  0.060
Br  -4.028  -4.941  6.455  0.207
F  0.427  -6.560  7.340  -0.656
Ca  10.147  5.374  -2.422  0.409
Cl  -0.981  -4.057  0.855  -0.331
C  -8.088  -1.648  0.730  -0.268
S  -8.209  -3.411  1.040  0.797
O  -8.572  -4.055  -0.254  -0.571
C  -9.707  -3.330  2.027  -0.272
H  -7.231  -1.478  0.085  0.020
H  -8.996  -1.302  0.236  0.063
H  -7.939  -1.121  1.672  0.064
H  -10.504  -2.868  1.444  0.057
H  -9.511  -2.755  2.932  0.055
H  -9.986  -4.347  2.293  0.049

Results
Total energy   -395253.2301 eV
Total charge   0
Multiplicity   1
HOMO-LUMO gap   1.608 eV

---

- Which value of multiplicity does entry 1 give?
  1

---

- Among the records above, which one has the highest total energy?
  C27H62N10O9